No. 1
C24H35FN6O3 | wB97M-V/def2-TZVPD

Summary:
- Highest occupied orbital energy: -7.94 eV
- E_tot: -1589.7290 Ha
- Kohn-Sham gap: 8.336 eV
- SMILES: CC(C)CN(C(=O)CN1CCN(c2ccccc2F)CC1)c1c(N)n(CC(C)C)c(=O)[nH]c1=O
- ΔE to the lowest compared entry with this formula, charge and spin: 9.35 kcal/mol

The geometry in XYZ format:
```
69
Properties=species:S:1:pos:R:3:forces:R:3:nbo_charge:R:1
C 4.42831 0.69506 -2.05627 -0.227 0.138 -0.063 -0.609
C 3.76104 2.06352 -1.93934 0.221 0.069 0.118 -0.222
C 4.63426 3.12523 -2.60588 -0.262 -0.152 0.040 -0.601
C 3.51772 2.46419 -0.47719 0.014 0.297 -0.422 -0.219
N 2.34393 1.84877 0.12481 0.473 -0.591 -0.010 -0.458
C 1.26384 2.62437 0.38705 -0.474 0.044 0.363 0.693
O 1.14063 3.74929 -0.05897 -0.117 0.252 -0.051 -0.624
C 0.18025 1.98732 1.25415 -0.074 0.137 0.033 -0.311
N -0.64658 1.09367 0.45585 -0.185 0.229 0.347 -0.461
C -1.49081 1.80429 -0.50291 -0.181 0.072 -0.136 -0.245
C -2.94676 1.90849 -0.04966 0.137 0.128 -0.081 -0.218
N -3.48835 0.57326 0.06557 0.258 -0.007 -0.099 -0.439
C -4.83548 0.33560 -0.02910 -0.314 -0.142 -0.034 0.106
C -5.77696 1.36451 0.11460 0.126 -0.071 0.003 -0.256
C -7.13298 1.12963 0.00246 -0.156 -0.031 -0.028 -0.201
C -7.61502 -0.14284 -0.24884 -0.028 0.052 0.006 -0.240
C -6.71288 -1.18091 -0.40516 0.154 0.033 0.039 -0.278
C -5.36107 -0.93511 -0.30738 -0.133 -0.103 0.004 0.393
F -4.52320 -1.99034 -0.52687 -0.050 0.241 -0.010 -0.349
C -2.55009 -0.44689 0.48315 0.253 -0.218 0.222 -0.200
C -1.42292 0.18656 1.28933 0.031 -0.162 -0.049 -0.228
C 2.46508 0.52721 0.63087 -0.210 0.112 -0.033 -0.116
C 1.83079 -0.51981 0.00196 0.324 0.581 -0.059 0.478
N 1.18232 -0.33165 -1.18022 0.345 -0.289 -0.049 -0.786
N 1.90350 -1.79180 0.50845 -0.168 -0.021 -0.026 -0.447
C 1.28665 -2.91927 -0.17224 0.012 -0.334 -0.376 -0.230
C 2.02558 -3.32795 -1.45545 0.006 -0.146 0.069 -0.232
C 1.30864 -4.52405 -2.07606 0.070 0.295 0.064 -0.603
C 3.48016 -3.67044 -1.14559 -0.196 0.142 -0.059 -0.611
C 2.61520 -2.08048 1.66889 -0.028 0.186 0.100 0.801
O 2.65176 -3.18998 2.14726 0.088 -0.313 0.123 -0.623
N 3.26098 -1.01830 2.23056 0.312 0.035 0.360 -0.635
C 3.25542 0.31666 1.81292 -0.253 -0.306 -0.248 0.630
O 3.86951 1.15408 2.43985 0.043 0.177 0.093 -0.610
H 3.80350 -0.08886 -1.63983 -0.001 -0.152 0.014 0.209
H 5.37955 0.69692 -1.52811 0.145 -0.017 0.076 0.203
H 4.61916 0.45855 -3.10082 0.046 -0.083 -0.109 0.208
H 2.79442 2.03699 -2.45458 -0.017 0.041 0.031 0.190
H 4.14166 4.09395 -2.58678 -0.007 0.144 -0.007 0.213
H 4.83197 2.86010 -3.64185 0.078 0.002 -0.107 0.208
H 5.58545 3.21125 -2.08551 0.167 0.036 0.051 0.203
H 3.34724 3.54207 -0.42613 0.105 -0.137 0.030 0.238
H 4.38718 2.21455 0.13545 -0.009 0.018 0.010 0.213
H -0.40359 2.80533 1.70383 0.097 -0.028 -0.029 0.197
H 0.64761 1.41027 2.05461 -0.080 0.038 0.003 0.221
H -1.46780 1.26052 -1.45568 -0.084 0.130 -0.061 0.183
H -1.08262 2.80159 -0.67278 -0.013 -0.032 -0.042 0.239
H -3.00190 2.45960 0.90147 -0.032 0.076 -0.085 0.180
H -3.51515 2.46296 -0.80041 0.033 0.025 0.074 0.217
H -5.43633 2.36334 0.33389 0.078 0.094 0.035 0.215
H -7.82083 1.95284 0.12401 -0.052 0.075 0.014 0.215
H -8.67405 -0.32753 -0.32874 -0.104 -0.021 -0.010 0.216
H -7.04111 -2.18571 -0.62092 0.006 -0.114 -0.026 0.227
H -3.05872 -1.18019 1.11275 0.095 0.050 -0.102 0.222
H -2.13225 -0.97642 -0.38498 0.022 -0.085 0.121 0.176
H -0.75141 -0.59451 1.66226 -0.090 -0.020 0.070 0.203
H -1.85687 0.69842 2.16316 0.014 -0.020 0.004 0.177
H 0.41429 -0.94411 -1.39786 -0.014 0.036 0.011 0.397
H 1.01611 0.64038 -1.39418 -0.063 -0.125 0.066 0.418
H 0.23545 -2.69550 -0.37928 -0.007 -0.013 0.056 0.191
H 1.32400 -3.74947 0.53774 -0.122 0.146 -0.127 0.261
H 2.00872 -2.49600 -2.16690 -0.010 -0.067 0.056 0.207
H 1.79528 -4.81500 -3.00307 0.018 -0.068 -0.097 0.217
H 1.33125 -5.37221 -1.39620 -0.016 -0.159 0.080 0.207
H 0.26988 -4.28654 -2.29520 -0.152 -0.037 -0.053 0.205
H 4.01666 -2.79744 -0.77996 0.136 0.057 0.045 0.208
H 3.98230 -4.02430 -2.04236 0.088 -0.017 -0.082 0.215
H 3.53429 -4.44694 -0.38650 0.042 -0.116 0.101 0.216
H 3.79001 -1.22084 3.07172 -0.107 0.008 -0.158 0.433
```
Forces are in eV/Å.

No. 2
C24H35IrN2O2P2S4 | wB97M-V/def2-TZVPD

Summary:
- Highest occupied orbital energy (spin up / spin down): -6.91 / -6.88 eV
- E_tot: -3575.3328 Ha
- Kohn-Sham gap (spin up / spin down): 5.565 / 5.452 eV
- ΔE to the lowest compared entry with this formula, charge and spin: 53.33 kcal/mol

The geometry in XYZ format:
```
70
Properties=species:S:1:pos:R:3:forces:R:3:nbo_charge:R:1
Ir 0.27580 -1.51377 0.47506 -4.004 0.255 0.508 0.558
O -6.48896 -4.04363 1.04111 -0.184 0.044 -0.021 -0.557
C -5.39490 -3.55913 1.01147 0.297 -0.180 0.053 0.199
S -5.07823 -1.81935 0.89435 0.109 0.164 0.034 0.332
C -3.32247 -1.90832 0.91283 -0.043 -1.555 0.065 -0.394
C -2.77541 -3.16927 0.99060 -1.072 1.128 -0.156 -0.472
S -1.12916 -3.54265 1.01325 2.449 0.512 -0.459 -0.091
S -3.90150 -4.51324 1.07486 -0.080 -0.023 0.025 0.339
S -2.44728 -0.47080 0.83063 2.074 0.281 -0.377 -0.156
C -0.40154 0.62095 3.47912 -0.140 -0.566 -0.185 -0.968
P 0.48384 0.37200 1.90925 1.087 -0.427 -1.268 1.156
C -0.27820 1.65537 0.83998 -0.271 0.295 0.376 -0.140
N -0.85583 2.64797 1.47081 0.122 -0.106 -0.029 -0.383
C -1.73817 3.41791 0.78881 -0.044 -0.057 -0.390 0.095
C -2.45530 4.43213 1.45308 -0.127 0.106 0.036 -0.177
C -3.41675 5.13253 0.77746 0.130 0.008 0.269 -0.196
C -3.70292 4.84982 -0.57219 0.049 -0.122 -0.233 -0.187
C -3.00763 3.88308 -1.24599 -0.137 0.189 0.004 -0.210
C -2.00422 3.15687 -0.57636 0.230 0.038 0.268 0.193
N -1.31791 2.19111 -1.23718 0.085 -0.016 0.109 -0.421
C -0.49344 1.43707 -0.55890 -0.478 0.060 -0.302 -0.092
P 0.24695 -0.01604 -1.42068 0.592 0.170 1.159 1.074
C 1.69378 0.82751 -2.18380 -0.002 -0.341 0.143 -0.962
C -0.76014 -0.46971 -2.95049 -0.164 -0.508 0.275 -0.301
C -2.02680 -1.18029 -2.47070 0.051 -0.034 0.042 -0.628
C -1.14922 0.67781 -3.88415 0.212 0.076 0.084 -0.629
C 0.14782 -1.45647 -3.70134 0.102 0.015 0.189 -0.625
C 2.24120 0.86666 2.32055 -0.068 -0.115 -0.139 -0.330
C 2.30677 2.19593 3.07556 -0.099 -0.067 -0.010 -0.623
C 3.00813 0.96716 1.00409 -0.213 -0.054 0.035 -0.621
C 2.83051 -0.27924 3.14749 -0.130 -0.139 -0.048 -0.635
H -0.24625 1.63563 3.83681 0.121 0.002 -0.077 0.257
H -0.03838 -0.10864 4.20208 -0.021 0.011 0.042 0.251
H -1.46218 0.45503 3.30404 0.018 -0.033 0.023 0.277
H -2.24898 4.60338 2.50068 0.027 0.044 0.008 0.228
H -3.97546 5.90677 1.28574 -0.019 -0.009 0.018 0.222
H -4.48727 5.40141 -1.07249 0.006 0.010 -0.028 0.222
H -3.21685 3.64515 -2.27992 0.021 0.001 -0.022 0.228
H 1.34462 1.55038 -2.92068 -0.077 -0.041 -0.007 0.242
H 2.35085 0.10125 -2.65869 0.031 0.044 -0.029 0.249
H 2.25128 1.35164 -1.41510 0.019 -0.040 -0.055 0.249
H -2.66500 -0.48760 -1.92229 -0.041 -0.081 0.031 0.232
H -1.77563 -2.01696 -1.81495 -0.124 -0.003 0.044 0.227
H -2.58944 -1.56745 -3.32266 0.080 0.026 -0.091 0.215
H -1.65450 1.46797 -3.34551 -0.074 0.070 -0.047 0.248
H -1.82814 0.28490 -4.64442 0.064 -0.102 -0.010 0.219
H -0.28491 1.09523 -4.40189 0.020 0.048 0.009 0.202
H 0.60040 -2.17379 -3.01022 -0.004 -0.127 -0.090 0.221
H 0.94410 -0.92889 -4.22691 0.050 -0.053 -0.005 0.209
H -0.42803 -2.01419 -4.44099 -0.078 0.027 0.027 0.229
H 1.65498 2.94833 2.62732 0.040 0.055 0.007 0.220
H 3.33210 2.57076 3.04723 0.010 -0.007 0.014 0.220
H 2.02997 2.07553 4.12289 -0.047 0.025 0.005 0.214
H 2.65568 1.82768 0.43215 0.090 0.045 0.003 0.196
H 2.86047 0.05304 0.42418 0.119 0.031 -0.046 0.239
H 4.07506 1.09386 1.19707 -0.002 0.028 0.035 0.222
H 2.29718 -0.41427 4.08982 0.043 0.014 0.050 0.206
H 3.87708 -0.06689 3.37640 0.000 0.053 0.020 0.217
H 2.78361 -1.21395 2.58383 0.036 -0.028 0.010 0.257
C 3.37436 -4.48362 0.49591 -0.316 0.223 -0.025 -0.613
C 2.55038 -3.41414 -0.22000 0.071 0.020 -0.840 0.095
C 3.43059 -2.61923 -1.19532 -0.240 -0.201 0.199 -0.627
O 1.99646 -2.55693 0.72069 -0.474 0.897 0.773 -0.786
H 3.88872 -5.10463 -0.23732 0.050 -0.046 0.017 0.203
H 2.72583 -5.11509 1.10182 0.032 0.003 0.061 0.217
H 4.10820 -4.00052 1.14204 0.051 -0.028 0.022 0.204
H 1.75933 -3.92088 -0.80387 0.056 0.004 0.061 0.145
H 4.22085 -2.12169 -0.63030 0.047 0.041 -0.033 0.203
H 2.81964 -1.86011 -1.68809 0.073 0.006 -0.063 0.190
H 3.88052 -3.26842 -1.94769 0.009 0.044 -0.071 0.205
```
Forces are in eV/Å.